*w*
Computed, not measured: the molecule C3H8N2O, with ωB97M-V/def2-TZVPD.

Calculated values
Gap between HOMO and LUMO: 0.372 Eh
HOMO energy: -9.26 eV
Molecular weight: 88.11 g mol⁻¹
Charge: 0
SMILES: CNC(=O)NC

Last column: Mulliken charge in e.
Geometry (Å):
C -2.4140 0.3687 0.1721  -0.799
N -1.1302 -0.1979 0.5179  -0.237
C -0.0290 0.0091 -0.2808  0.666
O -0.1012 0.5174 -1.3919  -0.658
N 1.1541 -0.4348 0.2636  -0.234
C 2.4149 -0.1952 -0.4001  -0.799
H -2.6777 1.2041 0.8328  0.270
H -3.2106 -0.3824 0.2217  0.258
H -2.3364 0.7392 -0.8513  0.304
H -1.0003 -0.5447 1.4552  0.196
H 1.1714 -0.7233 1.2284  0.198
H 3.0247 0.5398 0.1406  0.274
H 2.9854 -1.1245 -0.5071  0.257
H 2.1831 0.1991 -1.3907  0.302

---

*x*
Computed, not measured: the molecule C3H8N2O, with ωB97M-V/def2-TZVPD.

Calculated values
Gap between HOMO and LUMO: 0.376 Eh
HOMO energy: -9.65 eV
Molecular weight: 88.11 g mol⁻¹
Charge: 0
SMILES: CNC(=O)CN

Last column: Mulliken charge in e.
Geometry (Å):
N -0.2101 -2.1801 1.4317  -0.660
C 0.3263 -0.8148 0.8732  -0.463
C -0.1356 0.0179 -0.2193  0.469
N 0.8467 0.9455 -0.5390  -0.231
C 0.2962 2.2413 -0.8744  -0.843
O -1.2548 -0.3295 -0.8097  -0.616
H -1.1858 -1.8085 1.6327  0.264
H -0.6090 -2.9413 0.9548  0.244
H 1.2901 -1.1975 0.4126  0.269
H 0.6664 -0.2550 1.7642  0.367
H 1.8891 0.9739 -0.2850  0.315
H 1.1114 2.8773 -1.3748  0.291
H -0.0042 2.7240 0.0555  0.299
H -0.4970 2.2389 -1.6081  0.296

---

What are the relative energies? In eV: *w* 0.000; *x* 2.849.

---

*w*
Computed, not measured: a cluster of 2 separate species, C3H8N2O in total, with ωB97M-V/def2-TZVPD.

Calculated values
Gap between HOMO and LUMO: 0.377 Eh
HOMO energy: -9.37 eV
Molecular weight: 88.11 g mol⁻¹
Charge: 0
SMILES: NNCO.C#C

Last column: Mulliken charge in e.
Geometry (Å):
C -0.9922 -1.1329 0.1377  -0.324
N -1.4945 -0.2109 1.1173  -0.268
N -1.8793 1.0702 0.6471  -0.534
C 2.7206 0.0647 -0.2586  -0.157
C 2.7329 0.9307 -1.0974  -0.564
O 0.2963 -0.8443 -0.3882  -0.478
H -0.8316 -0.0827 1.8758  0.266
H -1.2001 1.4708 -0.0055  0.218
H -2.7766 0.9813 0.1797  0.257
H -0.9025 -2.1127 0.6119  0.270
H -1.7242 -1.1970 -0.6805  0.308
H 2.8134 -0.6493 0.5072  0.391
H 2.9348 1.6981 -1.7909  0.371
H 0.3031 0.0139 -0.8556  0.243

---

*x*
Computed, not measured: the molecule C3H8N2O, with ωB97M-V/def2-TZVPD.

Calculated values
Gap between HOMO and LUMO: 0.377 Eh
HOMO energy: -9.63 eV
Molecular weight: 88.11 g mol⁻¹
Charge: 0
SMILES: CCNC(N)=O

Last column: Mulliken charge in e.
Geometry (Å):
C -1.1876 0.1979 -0.6728  -0.251
N -0.1354 0.1722 0.4172  -0.105
C 1.1814 -0.1374 0.2755  0.493
N 1.4197 -0.4556 -1.0658  -0.627
O 1.9452 -0.2456 1.3093  -0.615
C -2.5931 0.4222 0.0189  -1.153
H -1.0761 1.0749 -1.3488  0.246
H -1.1594 -0.7685 -1.2278  0.266
H -0.2463 0.5188 1.3672  0.219
H 1.1403 0.1858 -1.7996  0.305
H 1.1767 -1.3612 -1.2880  0.263
H -2.6092 1.1480 0.8447  0.338
H -3.3305 0.8086 -0.7500  0.325
H -2.8517 -0.5540 0.5385  0.296

---

*y*
Computed, not measured: the molecule C3H8N2O, with ωB97M-V/def2-TZVPD.

Calculated values
Gap between HOMO and LUMO: 0.294 Eh
HOMO energy: -7.12 eV
Molecular weight: 88.11 g mol⁻¹
Charge: 0
SMILES: CC(O)=C(N)N

Last column: Mulliken charge in e.
Geometry (Å):
C -1.0994 0.9217 -1.1181  -1.026
C 0.3635 -0.5150 0.2713  0.137
C 0.1615 0.6277 -0.4411  0.595
N 1.6016 -0.6888 0.9288  -0.556
N -0.6407 -1.4599 0.4163  -0.524
O 0.9871 1.7056 -0.1840  -0.579
H 1.9028 1.4297 -0.2929  0.324
H 1.6779 -0.1443 1.7818  0.230
H 1.7863 -1.6564 1.1445  0.260
H -1.6008 -1.0502 0.0559  0.183
H -0.7151 -1.8447 1.3516  0.211
H -1.3078 1.9914 -1.1521  0.340
H -1.1366 0.4971 -2.1202  0.269
H -1.9804 0.1859 -0.6418  0.135

---

*z*
Computed, not measured: the molecule C3H8N2O, with ωB97M-V/def2-TZVPD.

Calculated values
Gap between HOMO and LUMO: 0.363 Eh
HOMO energy: -9.06 eV
Molecular weight: 88.11 g mol⁻¹
Charge: 0
SMILES: CN(C)C(N)=O

Last column: Mulliken charge in e.
Geometry (Å):
C -1.2734 -0.9559 0.5114  -1.017
N -0.2614 -0.0969 -0.0488  0.089
C -0.6790 1.2507 -0.3503  -0.993
C 0.9922 -0.6180 -0.2932  0.575
O 1.2222 -1.7863 -0.5431  -0.640
N 2.0573 0.2562 -0.2145  -0.515
H -0.8249 -1.9267 0.7314  0.337
H -1.6641 -0.5158 1.4546  0.306
H -2.0029 -1.0510 -0.3020  0.339
H -0.0967 1.6279 -1.1921  0.395
H -1.7432 1.2543 -0.6351  0.339
H -0.5746 1.9151 0.5171  0.289
H 2.9298 -0.2676 -0.1658  0.263
H 1.9186 0.9138 0.5305  0.232

---

What are the relative energies? In eV: *w* 3.924; *x* 0.901; *y* 1.805; *z* 0.000.

---

*w*
Computed, not measured: the molecule C3H8N2O, with ωB97M-V/def2-TZVPD.

Calculated values
Gap between HOMO and LUMO: 0.346 Eh
HOMO energy: -8.67 eV
Molecular weight: 88.11 g mol⁻¹
Charge: 0
SMILES: [H]/N=C(\NC)OC

Last column: Mulliken charge in e.
Geometry (Å):
C 2.1290 -0.6926 0.0320  -0.603
C -0.0898 0.4896 0.0443  0.658
C -1.9873 -0.7815 -0.1077  -0.667
H 3.1446 -0.3872 -0.6169  0.260
H 1.4952 -1.6590 -0.4909  0.214
H 2.1495 -0.9658 1.2492  0.195
H 1.6129 1.5244 -0.5986  0.283
H -0.4422 2.4030 -0.1117  0.176
H -2.4033 -0.5361 0.8687  0.269
H -2.2676 -0.0409 -0.9379  0.299
H -2.3957 -1.7619 -0.3340  0.249
N 1.3037 0.4788 -0.0528  -0.237
N -0.8773 1.5017 0.1292  -0.743
O -0.5237 -0.8166 0.0782  -0.354

---

*x*
Computed, not measured: the molecule C3H8N2O, with ωB97M-V/def2-TZVPD.

Calculated values
Gap between HOMO and LUMO: 0.354 Eh
HOMO energy: -8.86 eV
Molecular weight: 88.11 g mol⁻¹
Charge: 0
SMILES: CNC(=O)NC

Last column: Mulliken charge in e.
Geometry (Å):
C 0.5437 -2.3904 0.4352  -0.839
N -0.0293 -1.0313 0.7324  -0.359
C 0.4084 0.1021 0.1206  0.664
O 1.5320 0.2368 -0.3419  -0.637
N -0.5746 1.0518 0.0616  -0.266
C -0.3958 2.2101 -0.7719  -0.773
H -0.3041 -3.0303 0.0894  0.229
H 0.9509 -2.0546 1.4330  0.440
H 1.2293 -2.3129 -0.4169  0.210
H -0.8202 -1.0487 1.3529  0.259
H -1.5119 0.7269 0.2361  0.227
H -0.5160 1.9850 -1.8409  0.265
H -1.1252 2.9640 -0.4752  0.296
H 0.6129 2.5914 -0.6144  0.284

---

*y*
Computed, not measured: a cluster of 2 separate species, C3H8N2O in total, with ωB97M-V/def2-TZVPD.

Calculated values
Gap between HOMO and LUMO: 0.367 Eh
HOMO energy: -9.17 eV
Molecular weight: 88.11 g mol⁻¹
Charge: 0
SMILES: [H]/N=C\N.C=CO

Last column: Mulliken charge in e.
Geometry (Å):
C -2.8018 -0.2984 -0.3056  -0.634
C -1.6913 -0.0018 -0.9101  -0.041
O -0.5637 0.7725 -0.5275  -0.617
H -2.6824 0.0693 0.8194  0.183
H -3.5070 -1.0264 -0.6712  0.298
H -1.3892 -0.2015 -1.9658  0.334
H 0.1292 1.1344 0.1389  0.401
N 1.8245 -0.8895 0.1153  -0.435
C 2.1297 0.4085 0.5417  0.200
N 1.4222 1.2225 1.2934  -0.806
H 2.3886 -1.2899 -0.6979  0.263
H 0.8401 -1.1229 0.1168  0.212
H 3.2114 0.5930 0.3515  0.312
H 0.6898 0.6303 1.7012  0.331

---

What are the relative energies? In eV: *w* 1.364; *x* 0.000; *y* 1.595.

---

*w*
Computed, not measured: a cluster of 20 separate species, H40O20 in total, with ωB97M-V/def2-TZVPD.

Calculated values
Gap between HOMO and LUMO: 0.339 Eh
HOMO energy: -9.83 eV
Molecular weight: 360.30 g mol⁻¹
Charge: 0

Last column: Mulliken charge in e.
Geometry (Å):
O -3.4355 -2.1488 3.4700  -0.652
H -2.5720 -1.7437 3.3894  0.442
H -3.6017 -2.5329 2.6092  0.313
O -1.2752 -3.6415 0.6283  -0.639
H -1.2787 -4.5398 0.2975  0.290
H -0.5440 -3.2218 0.1751  0.290
O 0.5036 -1.8113 -2.4287  -0.712
H 0.2047 -2.7202 -2.4000  0.297
H -0.2710 -1.2967 -2.2019  0.299
O 1.9386 -1.2812 -4.5925  -0.618
H 2.3803 -2.0376 -4.9785  0.308
H 1.4795 -1.6346 -3.8305  0.437
O 1.3176 -2.3720 0.6308  -0.576
H 1.5563 -3.0000 1.3126  0.341
H 2.0971 -2.3091 0.0790  0.276
O -3.9431 -3.7765 1.0501  -0.623
H -3.2106 -3.5632 0.4721  0.353
H -4.3410 -4.5532 0.6567  0.286
O 1.2552 2.6485 -0.6993  -0.625
H 2.1167 2.3828 -1.0211  0.368
H 0.7078 1.8710 -0.8091  0.078
O -1.4851 0.2644 -1.1831  -0.773
H -1.5692 0.9793 -1.8140  0.283
H -2.3849 -0.0176 -1.0186  0.393
O -2.4922 5.0917 0.2123  -0.569
H -2.5140 4.5334 0.9895  0.284
H -3.2967 5.6077 0.2650  0.288
O -0.7839 -1.1492 3.1587  -0.803
H -0.7729 -1.7568 2.4191  0.315
H -0.3949 -0.3452 2.8146  0.426
O 2.6933 -4.5386 1.9018  -0.543
H 3.5876 -4.4424 2.2292  0.269
H 2.3841 -5.3592 2.2856  0.269
O -0.8337 1.9762 2.5582  -0.676
H -0.5110 2.0767 1.6627  0.290
H -1.6993 2.3847 2.5487  0.252
O 2.9908 4.5572 0.0153  -0.635
H 3.3473 4.4789 0.9002  0.309
H 2.2545 3.9458 -0.0018  0.381
O 1.6675 1.8909 3.7324  -0.627
H 0.8079 2.0878 3.3603  0.417
H 2.0710 1.2942 3.1020  0.295
O 3.7803 1.2184 -1.0253  -0.613
H 4.2715 1.0865 -0.2144  0.278
H 3.6646 0.3377 -1.3818  0.283
O -2.2103 2.1912 -3.1439  -0.624
H -1.6888 2.4404 -3.9069  0.276
H -2.6979 2.9832 -2.9175  0.301
O 0.4896 0.1548 0.8455  -0.068
H 0.8701 -0.7176 0.7434  0.137
H -0.1330 0.2311 0.1224  0.278
O 3.5929 -2.0553 -0.7442  -0.614
H 3.7041 -2.7304 -1.4136  0.278
H 4.2600 -2.2561 -0.0878  0.287
O -4.1514 -0.1168 -0.7891  -0.608
H -4.6544 -0.3193 -0.0003  0.305
H -4.7121 0.4799 -1.2848  0.265
O 0.4301 5.2462 -2.0260  -0.598
H 0.6481 4.3583 -1.7426  0.386
H 0.3862 5.1894 -2.9805  0.274

---

*x*
Computed, not measured: a cluster of 20 separate species, H40O20 in total, with ωB97M-V/def2-TZVPD.

Calculated values
Gap between HOMO and LUMO: 0.374 Eh
HOMO energy: -10.43 eV
Molecular weight: 360.30 g mol⁻¹
Charge: 0

Last column: Mulliken charge in e.
Geometry (Å):
O -3.9108 3.1124 -0.4788  -0.649
H -3.5942 2.2048 0.0114  0.343
H -3.6827 3.8670 0.2176  0.324
O 1.7082 -3.1926 -0.6625  -0.535
H 2.4465 -3.5239 -1.1445  0.336
H 1.4777 -2.5799 -1.2548  0.187
O 4.0465 -4.0169 0.9240  -0.587
H 4.0600 -4.6154 0.1731  0.305
H 3.5013 -3.3622 0.7043  0.302
O 2.8404 2.1963 -0.5531  -0.620
H 2.2240 1.7306 0.0837  0.396
H 2.2864 3.0804 -0.9217  0.305
O 1.9363 -0.1627 3.4062  -0.685
H 2.7798 -0.2259 3.6377  0.319
H 1.7806 -0.4794 2.6366  0.170
O 1.4545 2.1985 2.9018  -0.356
H 2.1618 1.8970 3.5404  0.255
H 1.5167 3.0293 3.0462  0.197
O -0.7516 -2.1354 -0.6124  -0.484
H -0.8599 -2.6227 -1.4765  0.250
H -1.5845 -2.2547 -0.0439  0.236
O -3.5086 -1.6650 -1.5051  -0.570
H -3.5993 -1.0021 -2.1958  0.283
H -3.5841 -2.5757 -2.0427  0.300
O -0.0264 -3.9257 -3.4031  -0.472
H -0.1352 -4.0580 -4.3323  0.272
H 0.2110 -4.6415 -3.0247  0.207
O -1.2249 2.4800 2.3583  -0.570
H -1.0054 1.6001 2.7348  0.259
H -2.0906 2.1734 1.9094  0.245
O -0.0230 5.1955 3.1994  -0.634
H -0.0619 4.7572 2.3769  0.197
H -0.3731 4.4725 3.7741  0.388
O 0.2799 1.7546 0.2779  -0.564
H 0.3126 2.4633 0.9019  0.257
H -0.4542 1.2594 0.7766  0.288
O -0.5862 -0.5110 3.0426  -0.634
H -0.4000 -1.1991 3.7144  0.299
H 0.3734 -0.2656 3.0823  0.466
O -3.9370 -0.1098 0.9017  -0.577
H -4.4028 -0.2224 0.0487  0.330
H -3.8465 -1.0728 1.1828  0.261
O 2.7125 -0.8532 -2.4197  -0.665
H 2.3800 -0.6855 -1.5960  0.282
H 3.5533 -0.3691 -2.4697  0.381
O -0.1541 5.6853 -0.8922  -0.639
H -0.0145 5.5813 0.0374  0.308
H -0.9997 5.6165 -1.3774  0.319
O -3.2919 -0.8753 -4.4688  -0.648
H -2.4649 -0.8226 -5.0212  0.314
H -3.1222 -0.0595 -3.9042  0.326
O -2.4070 -3.7007 3.6748  -0.626
H -1.7876 -3.0306 3.5159  0.288
H -2.4950 -3.5038 4.6933  0.337
O -0.0797 -1.4088 -4.7116  -0.625
H -0.2095 -1.4610 -3.7170  0.344
H -0.2348 -0.4515 -4.8819  0.275
O 4.7992 0.3622 -1.8249  -0.657
H 5.2112 -0.3145 -1.3303  0.318
H 4.8498 1.2392 -1.2193  0.328

---

What are the relative energies? In eV: *w* 0.000; *x* 7.026.

---

*w*
Computed, not measured: a cluster of 2 separate species, C2H8NS in total, with ωB97M-V/def2-TZVPD.

Calculated values
Gap between HOMO and LUMO: 0.259 Eh
HOMO energy: -2.68 eV
Molecular weight: 78.16 g mol⁻¹
Charge: -1

Last column: Mulliken charge in e.
Geometry (Å):
C 0.7186 1.5039 0.3543  -0.724
N -0.5016 1.2335 -0.3820  -0.497
C -0.2838 0.5669 -1.6536  -0.849
H 1.1960 0.6134 0.7800  0.257
H 1.4352 2.0401 -0.2770  0.267
H 0.4990 2.1340 1.2248  0.256
H -1.0725 0.6367 0.2013  0.279
H -0.0228 1.2987 -2.4286  0.295
H -1.2021 0.0477 -1.9341  0.306
H 0.4892 -0.2117 -1.6085  0.310
S -0.0481 -1.6620 0.8755  -0.811
H -0.1536 -2.8686 1.4576  -0.088

---

*x*
Computed, not measured: a cluster of 2 separate species, C2H8NS in total, with ωB97M-V/def2-TZVPD.

Calculated values
Gap between HOMO and LUMO: 0.246 Eh
HOMO energy: -2.34 eV
Molecular weight: 78.16 g mol⁻¹
Charge: -1

Last column: Mulliken charge in e.
Geometry (Å):
N -0.2286 -1.7462 -3.0725  -0.670
H -0.2135 -2.6932 -2.7335  0.206
H 0.5768 -1.5731 -3.6505  0.195
H -0.2498 -1.0881 -2.3010  0.215
C 0.2240 0.5347 2.5465  -1.026
C -0.2507 1.1781 1.2570  -0.476
S 0.1868 0.2545 -0.2455  -0.705
H 1.3049 0.5376 2.5877  0.260
H -0.0628 -0.5217 2.5742  0.262
H -0.1500 1.0234 3.4463  0.328
H 0.1672 2.1878 1.1709  0.190
H -1.3432 1.3407 1.3015  0.221

---

*y*
Computed, not measured: a cluster of 2 separate species, C2H8NS in total, with ωB97M-V/def2-TZVPD.

Calculated values
Gap between HOMO and LUMO: 0.235 Eh
HOMO energy: -2.51 eV
Molecular weight: 78.16 g mol⁻¹
Charge: -1

Last column: Mulliken charge in e.
Geometry (Å):
S -1.0741 0.2107 -3.0711  -0.890
H -0.9814 -0.3492 -4.3838  -0.047
C 1.2943 0.3123 1.1291  -0.787
N -0.0729 -0.1888 1.5088  -0.468
C -0.7402 -0.4748 0.2063  -0.972
H 2.0720 -0.4611 1.1425  0.252
H 1.4961 0.9230 0.1466  0.253
H 1.6017 1.0144 1.8304  0.394
H -0.6237 0.5853 1.9468  0.273
H -1.0785 0.4932 -0.1727  0.311
H -1.6550 -1.0726 0.2673  0.313
H -0.2382 -0.9924 -0.5503  0.367

---

What are the relative energies? In eV: *w* 0.302; *x* 0.000; *y* 1.221.

---

*w*
Computed, not measured: a cluster of 2 separate species, C7H14NO in total, with ωB97M-V/def2-TZVPD.

Calculated values
Gap between HOMO and LUMO: 0.332 Eh
HOMO energy: -12.61 eV
Molecular weight: 128.19 g mol⁻¹
Charge: +1

Last column: Mulliken charge in e.
Geometry (Å):
C -0.7822 -1.2136 -2.8111  -0.412
C -0.2335 0.1106 -2.1515  -0.603
C -0.9672 -1.7073 -1.3797  -0.607
C 2.0782 0.8719 1.9121  0.026
C -0.6873 0.3241 0.3435  -0.004
C 1.9349 2.2411 2.4285  -0.890
C -1.6012 -0.3728 1.2008  -0.907
N -0.1676 -0.5864 -0.7664  0.265
O 1.3193 0.2310 1.2484  -0.448
H -1.6743 -1.3341 -3.3879  0.323
H 0.0625 -1.6502 -3.2811  0.277
H 0.7737 0.4628 -2.3644  0.325
H -0.8703 0.9024 -2.1698  0.308
H -2.0923 -1.6787 -1.0852  0.353
H -0.5392 -2.7472 -1.2272  0.273
H 3.0004 0.4391 2.1660  0.444
H 2.7521 2.8364 2.0257  0.340
H 1.8415 2.1209 3.6131  0.301
H 0.9742 2.7824 2.0136  0.237
H -1.5812 -0.0565 2.3110  0.303
H -1.7766 -1.4907 1.1249  0.342
H -2.5926 0.1730 0.7693  0.344
H 0.8288 -0.6580 -0.5328  0.409

---

*x*
Computed, not measured: the ion C7H14NO with charge +1, with ωB97M-V/def2-TZVPD.

Calculated values
Gap between HOMO and LUMO: 0.411 Eh
HOMO energy: -14.12 eV
Molecular weight: 128.19 g mol⁻¹
Charge: +1
SMILES: C=C[C@]1(C)OCC[N@@H+]1C

Last column: Mulliken charge in e.
Geometry (Å):
C 0.4594 -2.6670 0.3359  -1.000
C 0.8306 -1.4167 0.1669  -0.532
C -1.5536 0.8413 -0.6511  -0.448
C -2.1448 0.2190 0.7050  -0.342
C 0.3163 -0.1217 0.6585  1.458
C 1.5136 0.8035 1.4724  -1.169
C 0.5081 0.6170 -1.8231  -0.886
N -0.1215 0.8543 -0.4495  -0.024
O -0.9495 -0.2726 1.4642  -0.482
H 1.1792 -3.2824 -0.0974  0.315
H -0.3843 -2.9933 0.9251  0.313
H 1.8431 -1.3687 -0.3903  0.165
H -1.9199 0.1942 -1.4143  0.256
H -1.8364 1.9158 -0.8171  0.361
H -2.7281 0.9000 1.3973  0.246
H -2.7326 -0.6495 0.5488  0.310
H 1.1927 1.4176 2.3564  0.312
H 1.8981 1.5082 0.6455  0.340
H 2.3725 0.1624 1.6822  0.367
H -0.0142 -0.1972 -2.4241  0.340
H 0.4927 1.5052 -2.5219  0.340
H 1.5392 0.3298 -1.5916  0.378
H 0.2397 1.7007 -0.1780  0.379

---

What are the relative energies? In eV: *w* 2.839; *x* 0.000.